(1)
64
Properties=species:S:1:pos:R:3 method="wB97M-V/def2-TZVPD" spin_multiplicity=1 total_charge=-1 largest_force_ev_per_a=10.42 gap_ev=2.5849
C 1.09539 -1.31680 5.32128
C 1.13019 -0.13444 4.18493
O 2.36208 -0.29236 3.36626
C -0.15505 -0.15028 3.14601
O -1.36096 -0.44198 3.93740
Al -2.94383 -0.22567 2.93447
C -3.82008 -2.07439 2.76334
C -3.08374 -3.17193 3.76043
C -3.22358 -2.81115 5.36298
O -1.67505 -3.42470 3.39977
P -4.25361 1.32952 4.07935
N -5.28779 0.59688 5.12655
H 1.03477 -0.77898 6.38058
H 0.21395 -2.08167 5.21821
H 2.09410 -1.95972 5.20496
H 1.10439 0.91371 4.74363
H 2.30913 0.47683 2.71347
H -0.20827 0.87126 2.55069
H 0.09838 -0.98055 2.33438
H -2.70788 0.33371 1.47292
H -4.95135 -1.95699 3.10510
H -3.82498 -2.51156 1.65575
H -3.66822 -4.19606 3.58630
H -2.36603 -2.11788 5.77117
H -4.26037 -2.25663 5.50523
H -3.26563 -3.78437 6.03090
H -1.59847 -3.92030 2.52578
H -3.34998 2.15367 4.85511
H -4.97678 2.13098 3.10096
H -6.25888 0.90719 4.83390
C 6.49752 2.52253 -1.13484
O 5.08608 2.55993 -1.24098
P 4.30324 1.07259 -1.65059
O 2.93963 1.70241 -1.34926
O 4.90684 0.35231 -0.29779
C 4.52070 0.81756 0.98156
O 3.52030 -0.41472 -2.06010
C 3.34197 -0.57741 -3.45324
H 6.91746 3.33833 -1.72967
H 6.77222 2.67174 -0.09072
H 6.90677 1.57327 -1.48930
H 3.94648 1.74832 0.94031
H 5.42500 0.99552 1.57065
H 3.92800 0.04486 1.47856
H 4.31648 -0.59266 -3.94812
H 2.73403 0.23677 -3.85512
H 2.83635 -1.52892 -3.63598
C -1.11267 -0.88652 -4.09056
O -0.36973 -0.32773 -5.15856
P -1.24516 0.66818 -6.26968
O 0.07105 1.11039 -6.91692
O -1.65708 1.70395 -5.05695
C -0.65090 2.42994 -4.37664
O -2.12048 1.66418 -7.38079
C -2.63166 0.94117 -8.48310
H -0.90993 -1.96001 -4.04389
H -0.78347 -0.42614 -3.15911
H -2.18679 -0.72999 -4.21700
H 0.36026 2.10393 -4.63937
H -0.79110 2.28764 -3.30120
H -0.76215 3.49347 -4.60444
H -3.33225 0.18040 -8.12925
H -1.81705 0.46738 -9.03619
H -3.16182 1.63195 -9.14352

***

(2)
52
Properties=species:S:1:pos:R:3 method="wB97M-V/def2-TZVPD" spin_multiplicity=3 total_charge=-2 largest_force_ev_per_a=0.87 gap_ev="5.2256 / 4.6248"
Mo -1.34424 0.05124 -0.51211
Cl 2.24490 -6.11491 -0.72914
C 1.80910 -4.44410 -0.96431
C 0.55950 -4.02296 -0.53912
C 0.16675 -2.69953 -0.72581
N -1.05491 -2.13565 -0.32296
C -2.01982 -2.91572 0.22764
O -2.01366 -4.12718 0.40145
C -3.25187 -2.15298 0.59001
C -4.30051 -2.76793 1.25029
C -5.41596 -2.01434 1.54532
C -5.44971 -0.68259 1.16371
C -4.35287 -0.14348 0.52745
N -3.27475 -0.87837 0.23747
C 1.03873 -1.80290 -1.36505
C 2.30244 -2.23508 -1.75679
C 2.68073 -3.55305 -1.55870
Cl 4.26449 -4.05009 -2.08356
N 0.53678 -0.49939 -1.52183
C 1.22907 0.39602 -2.27642
O 2.17393 0.19049 -3.02367
C 0.64659 1.76643 -2.21235
C 1.29261 2.84725 -2.79875
C 0.67565 4.07522 -2.74871
C -0.56175 4.18404 -2.11822
C -1.13388 3.05838 -1.57181
N -0.54065 1.85835 -1.64423
H -0.09775 -4.72199 -0.05618
H -4.18655 -3.79506 1.55835
H -6.23346 -2.44943 2.10467
H -6.28701 -0.04521 1.40997
H -4.29277 0.90567 0.27873
H 2.99490 -1.55386 -2.21585
H 2.26757 2.68603 -3.23255
H 1.15867 4.94797 -3.16973
H -1.07019 5.13433 -2.03176
H -2.06802 3.09240 -1.03140
O -1.98347 1.33628 0.40071
F -2.05395 -1.27625 3.05110
B -3.00140 -1.36613 4.09581
F -2.40460 -1.11886 5.33385
F -4.03646 -0.42472 3.85799
F -3.57689 -2.66547 4.09372
Te 2.38526 1.73703 0.81082
C 4.18659 2.79324 1.09934
C 5.32856 2.82998 0.33934
C 6.35279 3.66713 0.86726
C 5.99543 4.26403 2.03909
S 4.37291 3.86122 2.44227
H 5.42961 2.25177 -0.56886
H 7.32299 3.79760 0.40331
H 6.59056 4.92515 2.65019

***

(3)
18
Properties=species:S:1:pos:R:3 method="wB97M-V/def2-TZVPD" spin_multiplicity=2 relative_energy_kcal_mol=6.1 largest_force_ev_per_a=1.57 gap_ev="7.9125 / 9.9362"
H -1.80576 3.28984 -0.62665
Br -3.21667 2.99139 -0.25358
C -1.20645 0.11288 1.26570
C 0.13675 -0.56566 1.03348
C 0.71329 -0.35434 -0.28973
C 2.14830 -0.02107 -0.36825
C -0.00377 -0.83847 -1.46169
Br -0.07941 -2.49771 1.44395
H -1.10922 1.19679 1.10724
H -1.94119 -0.27139 0.54541
H -1.54821 -0.06071 2.29240
H 0.84985 -0.24352 1.79305
H 2.48671 -0.03160 -1.39564
H 2.34714 0.95438 0.07694
H 2.78904 -0.72044 0.17592
H 0.65894 -0.73319 -2.34127
H -0.26019 -1.91473 -1.38948
H -0.95915 -0.29243 -1.60781

***

(4)
9
Properties=species:S:1:pos:R:3 method="wB97M-V/def2-TZVPD" spin_multiplicity=1 relative_energy_kcal_mol=112.2 largest_force_ev_per_a=2.95 gap_ev="9.2473 / 4.5116"
C -0.61669 3.40699 -0.52650
C 0.40676 2.64031 -0.59918
F -0.39480 2.31996 1.90727
Si 0.55024 -0.42731 0.70825
P 0.43332 3.55988 1.00436
H -1.35807 3.89442 -1.06205
H 0.61742 1.02949 0.36513
H 0.00466 -1.53819 -0.26950
H 1.25642 -1.27171 1.83482

***

(5)
115
Properties=species:S:1:pos:R:3 method="wB97M-V/def2-TZVPD" spin_multiplicity=2 relative_energy_kcal_mol=38.7 total_charge=-1 largest_force_ev_per_a=3.71 gap_ev="5.6228 / 5.7095"
Re 0.00210 0.21440 0.36200
C -5.31450 2.72890 2.19810
C -5.54590 1.76680 1.03330
C -4.37170 0.87160 0.80760
C -4.24360 -0.43950 1.15650
C -5.19160 -1.28140 1.94520
C -6.22750 -1.99470 1.07390
C -2.94280 -0.85690 0.68190
C -2.49670 -2.16990 0.63580
C -1.27050 -2.60020 0.14680
C -0.91480 -3.98510 -0.05050
C -1.71520 -5.15930 0.39460
C -1.35530 -5.47310 1.85020
C 0.33440 -4.00660 -0.59780
C 0.73290 -2.63460 -0.74290
C 1.90900 -2.20780 -1.33210
C 2.23260 -0.88860 -1.60560
N 1.44960 0.20940 -1.33740
C 2.08220 1.28750 -1.89230
C 1.57660 2.56960 -2.04980
C 0.28250 2.96530 -1.76710
N -0.65620 2.16790 -1.22460
C -1.78220 2.89300 -1.11400
C -2.93210 2.47610 -0.46190
C -3.13400 1.25220 0.16030
N -2.26930 0.20400 0.15810
C -1.57770 4.22160 -1.67580
C -0.27590 4.27290 -2.06360
C 0.51190 5.41760 -2.60460
C 1.35390 6.06440 -1.50100
C -2.61030 5.29360 -1.78010
C -3.37340 5.20080 -3.10530
C 3.33530 0.87080 -2.46360
C 3.41090 -0.48510 -2.31650
C 4.48980 -1.39930 -2.79680
C 5.36320 -1.90680 -1.64680
C 4.30510 1.76810 -3.15770
C 3.94080 1.92390 -4.63630
N -0.23790 -1.80520 -0.26150
C 1.13980 -5.20400 -0.99330
C 0.93320 -5.56960 -2.46570
H -6.20090 3.34100 2.36090
H -4.47000 3.38180 1.99330
H -5.09700 2.16970 3.10450
H -5.75310 2.33850 0.12400
H -6.42550 1.15680 1.24860
H -5.71280 -0.64330 2.66440
H -4.61750 -2.01690 2.50960
H -6.84220 -1.27040 0.54270
H -6.87440 -2.61370 1.69310
H -5.73770 -2.63080 0.34090
H -3.16440 -2.92520 1.01920
H -1.49640 -6.02080 -0.24280
H -2.78210 -4.94810 0.31820
H -0.32080 -5.80020 1.91880
H -2.00200 -6.25230 2.24690
H -1.46500 -4.58160 2.45700
H 2.60430 -2.96970 -1.64890
H 2.23610 3.30720 -2.48150
H -3.74730 3.18370 -0.42650
H -0.15950 6.16190 -3.03770
H 1.16980 5.05920 -3.40090
H 0.70860 6.53830 -0.76670
H 2.02230 6.81770 -1.91720
H 1.93520 5.30920 -0.98050
H -2.12500 6.26950 -1.70880
H -3.31550 5.21800 -0.94950
H -2.68180 5.25230 -3.94490
H -4.09030 6.01570 -3.19150
H -3.91330 4.25830 -3.16850
H 5.11610 -0.86440 -3.51360
H 4.04270 -2.24920 -3.31950
H 5.84920 -1.07140 -1.14870
H 6.13110 -2.58090 -2.02330
H 4.76470 -2.43580 -0.90970
H 5.31000 1.35150 -3.06740
H 4.30900 2.73960 -2.66290
H 3.96640 0.95670 -5.13350
H 4.63510 2.59150 -5.14150
H 2.93540 2.32460 -4.73720
H 0.84290 -6.05260 -0.37460
H 2.19900 -5.01590 -0.80850
H -0.11230 -5.80490 -2.65040
H 1.53170 -6.43930 -2.73030
H 1.20980 -4.73880 -3.11120
F 1.60060 -2.29810 1.91140
C 2.25520 -1.13890 2.09060
C 1.88610 -0.01370 1.35690
C 2.71480 1.09640 1.53250
F 2.51860 2.19610 0.77550
C 3.74470 1.14220 2.45670
F 4.47230 2.26630 2.62570
C 4.03810 0.01430 3.21000
F 5.03690 0.04140 4.11250
C 3.31500 -1.14780 2.99140
F 3.66740 -2.27390 3.63710
C -1.82000 5.24260 2.38280
N -1.46800 3.85040 2.51730
C -1.91020 3.15830 3.61080
C -1.31180 2.02270 3.97530
C -0.20020 1.53460 3.15860
O 0.70310 0.85680 3.60970
N -0.19420 1.97700 1.82910
C -0.54020 3.27590 1.62350
O -0.07400 3.98690 0.75030
H -1.70650 5.75400 3.34220
H -2.85610 5.35870 2.04670
H -1.14350 5.69010 1.65580
H -2.71750 3.62130 4.16580
H -1.59660 1.45510 4.84040
F -2.19040 -0.75540 4.37900
B -1.37870 -1.60340 3.65260
F -2.16350 -2.67060 3.23230
F -0.32520 -2.06280 4.38170
F -0.91830 -0.91180 2.48090

***

(6)
67
Properties=species:S:1:pos:R:3 method="wB97M-V/def2-TZVPD" spin_multiplicity=4 relative_energy_kcal_mol=69.8 total_charge=+2 largest_force_ev_per_a=1.26 gap_ev="6.2228 / 6.0762"
Tc 0.11729 -0.94782 -0.27041
C -0.05325 4.57218 -2.18549
C 0.98654 4.29384 -1.10609
S 0.72608 2.68638 -0.29378
C 0.01367 3.02323 1.33566
C -1.48135 3.25570 1.20503
S -2.15586 2.30278 -0.18697
C -3.39415 3.44018 -0.86413
C -2.88333 4.29993 -2.00862
S -1.53209 5.41880 -1.57540
H -0.32638 3.67058 -2.73121
H 0.43272 5.24503 -2.89544
H 0.99125 5.06313 -0.33331
H 1.99110 4.21447 -1.52490
H 0.53318 3.87636 1.77259
H 0.26465 2.12521 1.90136
H -1.67382 4.31001 1.00857
H -1.95315 2.95529 2.14023
H -3.78472 4.05014 -0.05064
H -4.20675 2.80355 -1.21377
H -3.68769 4.94631 -2.36401
H -2.57964 3.68116 -2.85201
N -2.56314 -4.23236 -0.19142
C -3.93927 -3.88662 -0.10804
C -4.89351 -4.88378 -0.15756
C -6.23960 -4.54578 -0.08226
C -6.61528 -3.21713 0.02957
C -5.64800 -2.21821 0.06793
C -4.30622 -2.55548 0.00440
S -3.12140 -1.24517 0.13235
N -1.63319 -2.07046 -0.20055
C -1.54285 -3.35828 -0.28198
C -0.15836 -3.90250 -0.48894
C 0.15543 -5.24895 -0.49243
C 1.47760 -5.63544 -0.65608
C 2.44836 -4.65775 -0.80091
C 2.06092 -3.33151 -0.78213
N 0.78517 -2.95238 -0.64110
H -2.35922 -5.21542 -0.25481
H -4.59409 -5.91819 -0.24866
H -6.98662 -5.32412 -0.11331
H -7.65936 -2.94963 0.08554
H -5.94248 -1.18199 0.15647
H -0.60078 -6.00771 -0.35927
H 1.74382 -6.68230 -0.66186
H 3.48965 -4.91283 -0.92984
H 2.77709 -2.52171 -0.88130
O 3.71008 4.40811 0.01522
S 3.46950 3.32338 0.90045
O 2.99769 3.52308 2.22458
N 2.30875 2.27362 0.12388
C 2.74633 0.95074 -0.02248
O 1.99818 0.04184 -0.37685
C 4.18259 0.86938 0.31502
C 5.02260 -0.22220 0.17631
C 6.35857 -0.07560 0.53196
C 6.84257 1.13602 1.01099
C 6.00806 2.24353 1.14944
C 4.68701 2.07303 0.79459
H 4.65832 -1.16444 -0.21196
H 7.03127 -0.91358 0.43010
H 7.88628 1.22669 1.27618
H 6.38075 3.18600 1.51972
Cl -1.34112 0.02712 3.14207
Si 0.23575 -0.87262 2.14526
Cl 1.94627 0.11407 2.86989
Cl 0.39157 -2.77891 2.93455

***

(7)
83
Properties=species:S:1:pos:R:3 method="wB97M-V/def2-TZVPD" spin_multiplicity=1 relative_energy_kcal_mol=0.0 largest_force_ev_per_a=2.84 gap_ev=6.8074
Cd -5.62984 1.99719 -1.09257
C -2.84871 1.83803 2.81527
C -1.91912 2.02428 1.87406
C -0.81884 1.09486 1.43528
C -1.15719 0.02032 0.38614
C -2.26718 -0.93594 0.70811
C -2.93086 -1.02570 1.86017
C -2.38568 -0.62280 3.21014
C -2.95305 0.68479 3.75613
C -5.68922 -0.08892 -1.42441
H -3.68507 2.54543 2.88231
H -1.97352 2.97446 1.32005
H -0.25479 0.64134 2.26334
H -0.08397 1.75624 0.95266
H -1.37795 0.51877 -0.57507
H -0.23972 -0.56687 0.20163
H -2.59858 -1.53280 -0.16243
H -3.86432 -1.61447 1.90421
H -1.29159 -0.56871 3.22452
H -2.64061 -1.41418 3.93113
H -4.01311 0.56145 4.02294
H -2.45469 0.91692 4.71173
H -6.62638 -0.54614 -1.06769
H -4.87721 -0.48417 -0.77152
H -5.48913 -0.39550 -2.46676
P 2.99526 -2.15529 -2.05589
P 3.67912 0.82910 -1.24253
N 2.70352 -3.66249 -1.19209
N 3.53062 -2.95687 -3.55383
N 3.82688 0.84187 0.51916
N 4.57137 2.32470 -1.50391
C 4.67280 -1.80964 -1.34932
C 5.07942 -0.33959 -1.57214
C 1.57145 -3.85486 -0.38585
C 1.70369 -5.06655 0.28199
C 2.96202 -5.64121 -0.10859
C 3.55791 -4.75297 -0.99961
C 2.85527 -2.78285 -4.77183
C 3.55976 -3.44075 -5.77548
C 4.72158 -4.02825 -5.16956
C 4.68251 -3.70516 -3.81692
C 2.70347 0.88635 1.35249
C 3.11321 0.76537 2.67408
C 4.53681 0.61502 2.66115
C 4.94299 0.64873 1.33548
C 5.72730 2.82790 -0.89065
C 6.18288 3.92122 -1.62195
C 5.29277 4.08657 -2.74191
C 4.32772 3.09233 -2.65641
H 5.43604 -2.47185 -1.78279
H 4.61931 -2.03647 -0.27217
H 5.96735 -0.10355 -0.96794
H 5.35754 -0.16930 -2.62624
H 0.79986 -3.10937 -0.37594
H 1.00721 -5.48089 0.98940
H 3.37775 -6.57231 0.23303
H 4.51076 -4.81744 -1.49842
H 1.94683 -2.20799 -4.79564
H 3.28708 -3.49442 -6.81811
H 5.48743 -4.60530 -5.66397
H 5.39467 -3.95086 -3.04503
H 1.72980 1.00497 0.90943
H 2.46904 0.77930 3.54247
H 5.17793 0.49824 3.52673
H 5.93636 0.55360 0.91832
H 6.12951 2.38292 0.00386
H 7.04170 4.52674 -1.39423
H 5.36972 4.83110 -3.51228
H 3.49543 2.84463 -3.28836
F -6.11867 2.98442 3.61038
C -7.03044 3.55255 2.75365
F -8.14193 3.86524 3.48607
F -6.47366 4.70875 2.29969
C -7.32366 2.59330 1.52388
O -6.08355 2.44403 0.96900
C -7.91890 1.23434 2.08136
F -9.22223 1.32676 2.48399
F -7.85899 0.28491 1.10686
F -7.21043 0.74917 3.13678
C -8.39281 3.21733 0.53868
F -9.57758 3.52973 1.15043
F -7.93051 4.34870 -0.05899
F -8.68796 2.33842 -0.47912

***

(8)
82
Properties=species:S:1:pos:R:3 method="wB97M-V/def2-TZVPD" spin_multiplicity=3 relative_energy_kcal_mol=26.6 total_charge=+1 largest_force_ev_per_a=4.87 gap_ev="6.5973 / 7.3303"
N -0.79786 -1.65159 -1.67312
C -2.08134 -0.99539 -1.32957
P -1.82915 -0.02940 0.29886
I -2.30540 -1.54711 2.12082
C -3.05237 1.41423 0.46727
O -3.45584 1.95642 -0.77543
O -2.41501 2.69844 -1.31615
C -0.04036 0.56005 0.25205
C 0.82895 -0.00757 1.24720
C 2.24174 0.40965 1.19893
C 2.48096 1.37210 0.06740
C 1.46924 1.86251 -0.82822
N 0.19169 1.44568 -0.72354
H -0.34544 -2.00730 -0.83122
H -0.19346 -0.99114 -2.16304
H -2.90835 -1.73971 -1.25452
H -2.25990 -0.21529 -2.11291
H -2.69702 2.19277 1.19265
H -3.97922 0.96148 0.91426
H -2.19726 2.21756 -2.13912
H 0.52685 -0.74267 2.01801
H 3.02094 0.03682 1.88587
H 3.52325 1.73163 -0.09304
H 1.75399 2.57338 -1.62858
C -3.03382 -6.86664 -3.96472
C -3.37774 -6.04753 -2.70062
C -4.19999 -6.91996 -1.74200
C -5.61444 -7.17747 -2.25112
C -6.32664 -5.86376 -2.55737
C -5.52790 -4.89800 -3.45090
N -4.08867 -4.78499 -3.06492
O -4.01181 -3.96752 -2.02906
C -5.62508 -5.32957 -4.93000
C -6.25544 -3.53846 -3.42681
C -2.00116 -5.77049 -2.06850
H -2.28480 -7.62816 -3.73804
H -3.87720 -7.41462 -4.37698
H -2.61873 -6.22934 -4.74921
H -4.26186 -6.44176 -0.75783
H -3.69594 -7.87722 -1.58128
H -5.59902 -7.81737 -3.13772
H -6.17839 -7.72675 -1.49295
H -7.29260 -6.08234 -3.02081
H -6.55221 -5.37504 -1.60305
H -4.98792 -4.70603 -5.56108
H -6.64695 -5.22212 -5.29885
H -5.36592 -6.37158 -5.10152
H -6.39240 -3.15848 -2.41338
H -7.25362 -3.63213 -3.85765
H -5.71354 -2.78708 -4.00660
H -1.37769 -5.17119 -2.73626
H -1.47488 -6.70673 -1.87483
H -2.07199 -5.25465 -1.10937
C 6.75479 5.90298 4.48212
C 6.38249 5.61236 3.01081
C 5.69954 6.84860 2.40918
C 4.29822 7.07481 2.96931
C 3.43982 5.82523 2.79756
C 4.09469 4.52813 3.30518
N 5.52688 4.39202 2.91250
O 5.56044 3.97425 1.65638
C 3.97707 4.43453 4.84181
C 3.23540 3.35136 2.80799
C 7.74844 5.41381 2.32868
H 7.58912 6.60502 4.53652
H 5.95642 6.36898 5.05486
H 7.06539 4.99214 4.99960
H 5.63102 6.74781 1.32030
H 6.30796 7.73866 2.59207
H 4.34142 7.36498 4.02279
H 3.82861 7.91135 2.44550
H 2.48176 5.97867 3.30309
H 3.20690 5.72331 1.73155
H 4.51799 3.56513 5.22219
H 2.93375 4.32268 5.14535
H 4.33474 5.31835 5.36395
H 3.08925 3.34751 1.72814
H 2.23658 3.40955 3.24673
H 3.67026 2.39113 3.09928
H 8.27502 4.55505 2.75095
H 8.37849 6.29302 2.47349
H 7.66629 5.27002 1.25068